Record 1
{
  "formula": "C57H65B3F2N4O8S3",
  "method": "wB97M-V/def2-TZVPD",
  "gap_ev": 8.4,
  "smiles": "CCB(O)c1c(N(C(=O)F)C(=O)F)cc(B(O)OC)c2c1Sc1c(B(N)O)ccc(CCCSC(=S)N(CC)CC)c1N2CC(=O)O.c1ccccc1.c1ccccc1.c1ccccc1.c1ccccc1.c1ccccc1",
  "charge": 0,
  "e_tot_ev": -122479.679,
  "e_homo_ev": -8.45,
  "species": ["C", "C", "B", "O", "C", "C", "N", "C", "O", "F", "C", "O", "F", "C", "C", "B", "O", "O", "C", "C", "C", "S", "C", "C", "B", "N", "O", "C", "C", "C", "C", "C", "C", "S", "C", "S", "N", "C", "C", "C", "C", "C", "N", "C", "C", "O", "O", "H", "H", "H", "H", "H", "H", "H", "H", "H", "H", "H", "H", "H", "H", "H", "H", "H", "H", "H", "H", "H", "H", "H", "H", "H", "H", "H", "H", "H", "H", "H", "H", "H", "H", "H", "C", "C", "C", "C", "C", "C", "H", "H", "H", "H", "H", "H", "C", "C", "C", "C", "C", "C", "H", "H", "H", "H", "H", "H", "C", "C", "C", "C", "C", "C", "H", "H", "H", "H", "H", "H", "C", "C", "C", "C", "C", "C", "H", "H", "H", "H", "H", "H", "C", "C", "C", "C", "C", "C", "H", "H", "H", "H", "H", "H"],
  "positions_angstrom": [[0.326, 7.179, 0.345], [0.235, 5.780, -0.299], [1.167, 4.754, 0.439], [1.340, 4.903, 1.778], [1.946, 3.581, -0.309], [3.328, 3.613, -0.475], [4.036, 4.776, 0.041], [5.402, 4.514, 0.327], [5.825, 4.017, 1.301], [6.204, 4.923, -0.673], [3.873, 5.905, -0.826], [3.625, 5.906, -1.974], [4.030, 7.022, -0.108], [3.998, 2.575, -1.097], [3.312, 1.461, -1.580], [4.189, 0.323, -2.251], [3.959, -0.180, -3.500], [5.267, -0.161, -1.561], [5.140, -0.366, -0.147], [1.930, 1.421, -1.454], [1.271, 2.474, -0.820], [-0.478, 2.417, -0.643], [-0.678, 0.674, -0.424], [-1.698, 0.217, 0.405], [-2.716, 1.130, 1.186], [-4.162, 1.160, 0.901], [-2.232, 1.878, 2.210], [-1.816, -1.167, 0.536], [-0.951, -2.033, -0.117], [0.071, -1.562, -0.937], [1.026, -2.484, -1.660], [0.634, -3.956, -1.706], [0.955, -4.804, -0.486], [2.644, -4.642, 0.099], [3.553, -5.558, -1.112], [2.931, -6.786, -1.957], [4.897, -5.129, -1.291], [4.896, -3.760, -1.880], [5.977, -3.567, -2.938], [5.656, -5.269, -0.036], [6.962, -4.497, -0.022], [0.182, -0.183, -1.098], [1.203, 0.303, -2.001], [0.600, 0.730, -3.299], [1.205, 0.003, -4.485], [1.362, -1.167, -4.559], [1.604, 0.834, -5.509], [-0.152, 7.936, -0.265], [-0.135, 7.152, 1.328], [1.364, 7.449, 0.526], [0.491, 5.838, -1.356], [-0.790, 5.424, -0.188], [1.748, 4.132, 2.184], [5.073, 2.606, -1.220], [3.827, 0.496, -4.172], [4.200, -0.856, 0.095], [5.215, 0.568, 0.402], [5.951, -1.021, 0.151], [-4.369, 1.599, 0.011], [-4.551, 0.225, 0.882], [-2.823, 2.604, 2.439], [-2.598, -1.576, 1.163], [-1.122, -3.086, 0.028], [1.110, -2.135, -2.681], [2.020, -2.352, -1.231], [-0.425, -4.035, -1.947], [1.174, -4.410, -2.536], [0.322, -4.619, 0.377], [0.817, -5.851, -0.744], [4.941, -2.993, -1.106], [3.933, -3.634, -2.370], [5.610, -2.961, -3.760], [6.358, -4.523, -3.278], [6.821, -3.021, -2.518], [5.890, -6.327, 0.078], [5.072, -4.990, 0.847], [6.794, -3.442, 0.184], [7.600, -4.875, 0.772], [7.492, -4.586, -0.964], [0.720, 1.800, -3.439], [-0.471, 0.526, -3.313], [0.844, 1.316, -5.857], [-0.095, -3.860, 5.056], [0.431, -4.114, 3.797], [1.522, -4.961, 3.656], [2.082, -5.560, 4.776], [1.555, -5.309, 6.035], [0.468, -4.457, 6.175], [-0.943, -3.196, 5.165], [-0.007, -3.646, 2.923], [1.933, -5.150, 2.672], [2.931, -6.223, 4.666], [1.991, -5.777, 6.909], [0.061, -4.257, 7.158], [-7.135, 5.937, -1.187], [-6.529, 5.739, -2.421], [-5.336, 5.038, -2.504], [-4.752, 4.530, -1.351], [-5.356, 4.730, -0.117], [-6.549, 5.434, -0.035], [-8.066, 6.486, -1.124], [-6.990, 6.131, -3.319], [-4.862, 4.886, -3.466], [-3.818, 3.983, -1.417], [-4.891, 4.332, 0.776], [-7.020, 5.593, 0.927], [-6.220, 9.435, -6.038], [-6.824, 8.876, -4.920], [-8.207, 8.865, -4.810], [-8.988, 9.405, -5.822], [-8.385, 9.961, -6.942], [-7.001, 9.978, -7.048], [-5.141, 9.446, -6.122], [-6.215, 8.451, -4.132], [-8.678, 8.435, -3.935], [-10.067, 9.394, -5.739], [-8.993, 10.382, -7.731], [-6.531, 10.416, -7.919], [2.254, -5.034, 12.083], [2.654, -6.092, 11.279], [1.898, -6.446, 10.171], [0.745, -5.736, 9.862], [0.347, -4.676, 10.665], [1.100, -4.326, 11.777], [2.842, -4.760, 12.949], [3.555, -6.642, 11.517], [2.206, -7.274, 9.546], [0.157, -6.010, 8.996], [-0.551, -4.122, 10.423], [0.787, -3.502, 12.405], [-3.490, -4.533, -3.642], [-3.458, -3.730, -2.510], [-3.917, -4.223, -1.297], [-4.403, -5.520, -1.212], [-4.433, -6.323, -2.344], [-3.979, -5.829, -3.559], [-3.132, -4.149, -4.589], [-3.071, -2.720, -2.572], [-3.894, -3.595, -0.415], [-4.756, -5.906, -0.265], [-4.809, -7.336, -2.279], [-4.005, -6.455, -4.441]],
  "lowdin_charge": [-0.0969, -0.1494, -0.5044, 0.1855, -0.0396, -0.1449, 0.1263, -0.4852, 0.2242, 0.1488, -0.4793, 0.2306, 0.1578, 0.0489, 0.0090, -0.6061, 0.1945, 0.0458, -0.0442, -0.1759, -0.3575, 1.1204, -0.3724, -0.1172, -0.6121, 0.1562, 0.1668, -0.0317, -0.0205, -0.1094, -0.1386, -0.2349, -0.4860, 0.9342, -1.0932, 0.7507, -0.2260, -0.2447, -0.0663, -0.2581, -0.0751, -0.1817, -0.0003, -0.0463, -0.4865, 0.1555, 0.0785, 0.0723, 0.0748, 0.0618, 0.1032, 0.0946, 0.1217, 0.1343, 0.1066, 0.0955, 0.0878, 0.0828, 0.0631, 0.0673, 0.1066, 0.1121, 0.0938, 0.0894, 0.0937, 0.1084, 0.0971, 0.0566, 0.0389, 0.0893, 0.1041, 0.0713, 0.0791, 0.0644, 0.1175, 0.0813, 0.0619, 0.0779, 0.0719, 0.1280, 0.1462, 0.1179, -0.0934, -0.0916, -0.0947, -0.0874, -0.0920, -0.0959, 0.0995, 0.0897, 0.0440, 0.1016, 0.0905, 0.0887, -0.0916, -0.0979, -0.0919, -0.0999, -0.0965, -0.0908, 0.1006, 0.0897, 0.1014, 0.0912, 0.0927, 0.1020, -0.0958, -0.1019, -0.0998, -0.0968, -0.0973, -0.0973, 0.1002, 0.0918, 0.0962, 0.1000, 0.0999, 0.0999, -0.0969, -0.0963, -0.0990, -0.1074, -0.0962, -0.0966, 0.1000, 0.1001, 0.1002, 0.0937, 0.1001, 0.1000, -0.0941, -0.1063, -0.1023, -0.0940, -0.0943, -0.0931, 0.1012, 0.0980, 0.0913, 0.1005, 0.1008, 0.1011]
}

***

Record 2
{
  "formula": "C2H2NO4S",
  "method": "wB97M-V/def2-TZVPD",
  "gap_ev": 7.4,
  "charge": -1,
  "e_above_lowest_kj_mol": 302.0,
  "e_tot_ev": -22619.061,
  "e_homo_ev": -3.98,
  "species": ["C", "C", "N", "O", "O", "O", "O", "S", "H", "H"],
  "positions_angstrom": [[0.401, -0.069, -2.204], [0.705, 0.598, -0.977], [-0.955, -0.567, 2.270], [0.347, -1.050, -2.827], [0.122, 1.279, -2.277], [-1.207, 0.331, 1.471], [-1.869, -1.239, 2.709], [0.648, -0.890, 2.716], [0.148, 0.650, -0.131], [1.659, 0.956, -0.751]],
  "lowdin_charge": [-0.5055, 0.0793, -0.9567, 0.1590, 0.0471, -0.1639, -0.1310, 0.3484, 0.0286, 0.0947]
}

***

Record 3
{
  "formula": "C2H5N2",
  "method": "wB97M-V/def2-TZVPD",
  "gap_ev": 11.6,
  "charge": 1,
  "e_above_lowest_kj_mol": 128.2,
  "e_tot_ev": -5125.718,
  "e_homo_ev": -15.90,
  "species": ["C", "C", "N", "N", "H", "H", "H", "H", "H"],
  "positions_angstrom": [[0.413, -0.573, -0.787], [-0.342, 0.382, 0.768], [-0.842, -0.417, -0.354], [0.960, 0.274, 0.100], [0.765, -1.032, -1.663], [-0.692, 1.505, 0.863], [-0.325, -0.074, 1.832], [-1.753, -1.002, -0.950], [1.817, 0.937, 0.191]],
  "lowdin_charge": [-0.0541, -0.1163, 0.0578, 0.0728, 0.1452, 0.1805, 0.1727, 0.3144, 0.2270]
}